{
  "formula": "C21H22O8",
  "method": "ωB97M-V with the def2-TZVPD basis set",
  "gap_ha": 0.3080,
  "homo_ev": -8.13,
  "multiplicity": 1,
  "max_force_ev_per_a": 0.8,
  "smiles": "COC(=O)c1cc(OC(=O)CCc2ccc(OC)c(OC)c2)cc(C(=O)OC)c1",
  "elements": ["C", "H", "H", "H", "O", "C", "O", "C", "C", "C", "C", "C", "C", "H", "C", "O", "O", "C", "H", "H", "H", "H", "O", "C", "O", "C", "H", "H", "C", "C", "C", "C", "C", "C", "C", "H", "O", "C", "H", "H", "H", "O", "C", "H", "H", "H", "H", "H", "H", "H", "H"],
  "positions_angstrom": [[0.6696, 1.4459, -3.9933], [-0.0989, 1.6018, -4.7485], [1.2164, 0.5239, -4.1975], [1.3597, 2.2912, -3.9645], [0.0094, 1.3110, -2.7414], [0.5360, 1.9297, -1.6876], [1.5162, 2.6333, -1.7234], [-0.2287, 1.6440, -0.4409], [-1.0828, 0.5490, -0.3796], [-1.7134, 0.2420, 0.8194], [-1.5240, 1.0441, 1.9360], [-0.6842, 2.1520, 1.8604], [-0.0211, 2.4456, 0.6748], [0.6578, 3.2809, 0.6114], [-0.5046, 2.9718, 3.0885], [-0.9598, 2.6814, 4.1673], [0.2215, 4.0718, 2.8662], [0.4354, 4.9129, 3.9900], [-0.5189, 5.2636, 4.3883], [1.0322, 5.7485, 3.6344], [0.9638, 4.3692, 4.7760], [-2.0081, 0.8055, 2.8706], [-2.4250, -0.9244, 1.0004], [-3.0424, -1.5497, -0.0274], [-3.3876, -1.0056, -1.0373], [-3.2225, -3.0176, 0.2760], [-3.9071, -3.1375, 1.1164], [-3.6626, -3.4801, -0.6070], [-1.8547, -3.6464, 0.6142], [-0.7617, -3.0435, -0.2311], [-0.7468, -3.1981, -1.6084], [0.2287, -2.5759, -2.3611], [1.2061, -1.7710, -1.7823], [1.1892, -1.5954, -0.3867], [0.2164, -2.2519, 0.3569], [0.1979, -2.1264, 1.4282], [2.1221, -0.7603, 0.1758], [2.1172, -0.5700, 1.5676], [1.1753, -0.1341, 1.9156], [2.3109, -1.5053, 2.1033], [2.9279, 0.1304, 1.7628], [2.0760, -1.2150, -2.6743], [3.2587, -0.5709, -2.2471], [3.8423, -1.2055, -1.5780], [3.0508, 0.3808, -1.7542], [3.8269, -0.3900, -3.1601], [0.2541, -2.6906, -3.4331], [-1.4941, -3.8030, -2.0976], [-1.9136, -4.7238, 0.4484], [-1.6292, -3.4742, 1.6671], [-1.2268, -0.0641, -1.2537]],
  "forces_ev_per_a": [[0.34, 0.14, -0.33], [0.03, -0.02, 0.06], [-0.05, 0.07, 0.02], [-0.11, -0.11, -0.06], [-0.31, -0.19, 0.09], [0.22, 0.21, 0.14], [-0.06, -0.03, 0.02], [-0.15, -0.14, 0.23], [-0.04, 0.04, 0.01], [0.26, 0.54, -0.01], [-0.08, -0.18, -0.18], [0.02, -0.12, -0.30], [-0.03, -0.02, 0.02], [0.04, 0.05, -0.02], [-0.09, -0.06, 0.20], [0.03, 0.05, -0.05], [0.05, -0.09, -0.38], [-0.03, 0.11, 0.41], [0.10, -0.01, -0.03], [-0.03, -0.05, 0.00], [-0.04, 0.07, -0.06], [-0.05, -0.03, 0.08], [0.10, 0.08, 0.52], [-0.58, -0.25, -0.51], [0.06, 0.04, 0.15], [0.17, 0.05, 0.03], [-0.07, 0.01, -0.02], [-0.02, 0.11, 0.05], [-0.05, 0.05, -0.04], [0.16, -0.15, 0.05], [0.05, 0.03, 0.12], [0.16, 0.17, 0.10], [-0.06, -0.11, -0.03], [0.26, 0.05, -0.01], [0.12, -0.06, -0.02], [-0.01, 0.06, 0.11], [-0.22, -0.22, -0.56], [-0.01, 0.06, 0.28], [0.01, -0.03, -0.02], [-0.03, 0.03, -0.01], [-0.06, -0.04, 0.06], [-0.39, -0.11, 0.06], [0.46, 0.25, 0.04], [-0.02, 0.03, -0.05], [0.04, -0.09, -0.06], [-0.02, 0.00, 0.07], [0.04, -0.01, -0.14], [-0.12, -0.08, -0.09], [-0.01, 0.00, 0.09], [0.01, -0.07, -0.02], [0.00, -0.04, -0.02]]
}

***

{
  "formula": "C21H23AsIrNS2",
  "method": "ωB97M-V with the def2-TZVPD basis set",
  "gap_ha": [0.3228, 0.2739],
  "homo_ev": [-11.24, -11.26],
  "multiplicity": 2,
  "max_force_ev_per_a": 0.6,
  "s2": 0.756,
  "total_charge": 1,
  "elements": ["Ir", "S", "C", "C", "C", "C", "C", "C", "S", "H", "H", "H", "H", "N", "C", "C", "C", "C", "C", "C", "C", "C", "C", "C", "C", "C", "H", "H", "H", "H", "H", "H", "H", "H", "H", "H", "C", "As", "C", "C", "H", "H", "H", "H", "H", "H", "H", "H", "H"],
  "positions_angstrom": [[-0.9567, 0.3875, -0.6615], [-0.2490, -1.7758, 0.1201], [0.5058, -2.6663, -1.2175], [-0.1739, -3.4488, -2.1330], [0.5521, -4.0062, -3.1774], [1.9224, -3.7598, -3.2963], [2.5791, -2.9678, -2.3710], [1.8742, -2.4286, -1.2986], [-0.3421, 0.1755, -2.7885], [-1.2407, -3.6085, -2.0490], [0.0502, -4.6258, -3.9075], [2.4709, -4.1866, -4.1246], [3.6400, -2.7761, -2.4697], [-1.0176, 1.1008, 1.4031], [-0.7633, 0.2990, 2.5905], [-1.7629, 0.2192, 3.5482], [-1.5441, -0.4679, 4.7300], [-0.3118, -1.0585, 4.9608], [0.6784, -0.9816, 3.9962], [0.4704, -0.3149, 2.7891], [1.5424, -0.3866, 1.7597], [2.8284, 0.0958, 1.9614], [3.8486, -0.1876, 1.0530], [3.6261, -0.9997, -0.0443], [2.3461, -1.4987, -0.2736], [1.3327, -1.1412, 0.6110], [-1.9037, 1.5800, 1.5403], [-0.3102, 1.8333, 1.3543], [-2.7156, 0.7071, 3.3742], [-2.3300, -0.5294, 5.4698], [-0.1248, -1.5880, 5.8846], [1.6332, -1.4652, 4.1576], [3.0428, 0.6792, 2.8481], [4.8394, 0.2063, 1.2336], [4.4411, -1.2527, -0.7097], [0.4816, -0.9133, -2.7828], [-3.1412, 2.2783, -2.8664], [-1.8664, 2.4663, -1.4294], [-2.8724, 3.4683, -0.1021], [-0.6132, 3.7800, -2.0882], [-3.5327, 3.2552, -3.1464], [-3.9523, 1.6344, -2.5317], [-2.6531, 1.8165, -3.7220], [-3.3448, 4.3294, -0.5723], [-2.2152, 3.8294, 0.6893], [-3.6509, 2.8347, 0.3233], [-1.1457, 4.6659, -2.4305], [-0.0511, 3.3425, -2.9108], [0.0796, 4.0507, -1.2931]],
  "forces_ev_per_a": [[-0.08, 0.15, -0.18], [0.26, -0.06, -0.07], [-0.24, 0.07, 0.23], [0.03, -0.15, -0.16], [0.05, 0.09, 0.13], [-0.17, -0.01, 0.05], [0.18, -0.15, 0.09], [0.04, 0.45, -0.34], [0.28, -0.45, 0.04], [0.00, -0.01, -0.01], [0.00, 0.00, 0.00], [0.01, 0.00, 0.00], [-0.01, 0.00, -0.03], [0.05, -0.03, -0.02], [-0.04, 0.02, 0.05], [0.00, -0.01, -0.02], [-0.01, 0.00, 0.00], [0.01, -0.01, 0.00], [-0.01, 0.00, 0.00], [0.00, 0.04, 0.02], [0.02, -0.11, -0.01], [0.01, 0.02, 0.01], [0.02, 0.04, 0.05], [-0.04, -0.04, -0.06], [0.06, -0.12, 0.26], [-0.04, -0.08, 0.00], [0.01, 0.00, -0.01], [0.01, -0.01, -0.01], [0.00, 0.00, 0.00], [0.00, 0.00, 0.00], [0.00, 0.00, 0.00], [0.00, 0.00, 0.01], [0.00, 0.00, 0.00], [0.00, 0.00, 0.00], [0.01, 0.00, 0.00], [-0.37, 0.38, -0.04], [-0.01, 0.00, 0.02], [-0.07, 0.08, 0.03], [0.00, -0.05, -0.01], [0.01, -0.02, 0.00], [0.01, 0.00, 0.01], [0.00, 0.00, -0.01], [0.02, -0.01, 0.01], [0.02, 0.00, -0.02], [0.00, -0.01, 0.00], [0.00, 0.01, 0.01], [-0.01, 0.00, 0.00], [0.00, 0.00, 0.00], [0.00, 0.00, -0.01]]
}

***

{
  "formula": "C21H23AuN5O3PTe",
  "method": "ωB97M-V with the def2-TZVPD basis set",
  "gap_ha": 0.1949,
  "homo_ev": -6.60,
  "multiplicity": 1,
  "max_force_ev_per_a": 0.4,
  "elements": ["Au", "C", "C", "C", "C", "C", "C", "N", "N", "C", "C", "C", "C", "C", "N", "H", "H", "H", "H", "H", "H", "H", "H", "H", "C", "C", "O", "P", "O", "Te", "O", "C", "C", "H", "H", "H", "H", "H", "H", "H", "H", "H", "H", "N", "C", "C", "C", "C", "C", "N", "C", "H", "H", "H", "H"],
  "positions_angstrom": [[0.6503, 0.3074, -0.2775], [0.2987, -2.4799, 4.6544], [0.4000, -1.1931, 5.1751], [0.4293, -0.0963, 4.3323], [0.3538, -0.3003, 2.9605], [0.2381, -1.5761, 2.4334], [0.2199, -2.6720, 3.2841], [0.3696, 0.7797, 2.0024], [0.6922, 1.8780, 2.4622], [0.7094, 2.9752, 1.5258], [0.8224, 4.2294, 2.0941], [0.8814, 5.3270, 1.2488], [0.8515, 5.1178, -0.1177], [0.7411, 3.8161, -0.5905], [0.6566, 2.7660, 0.2194], [0.2794, -3.3325, 5.3207], [0.4572, -1.0467, 6.2456], [0.5105, 0.9087, 4.7214], [0.1861, -1.6976, 1.3563], [0.1457, -3.6706, 2.8746], [0.8683, 4.3218, 3.1703], [0.9664, 6.3262, 1.6545], [0.9254, 5.9397, -0.8158], [0.7349, 3.5998, -1.6523], [1.8400, -3.5459, -1.7203], [3.1825, -2.8442, -1.6780], [3.2896, -1.8449, -2.7063], [2.7319, -0.3575, -2.4625], [2.7427, -0.0585, -0.9694], [3.7251, 1.1140, -3.9716], [1.1280, -0.5357, -2.7614], [0.6570, -0.7456, -4.1026], [-0.7910, -1.1672, -4.0230], [1.8159, -4.3489, -0.9796], [1.6598, -3.9812, -2.7043], [1.0354, -2.8422, -1.4998], [3.9937, -3.5439, -1.8745], [3.3525, -2.3800, -0.7067], [1.2686, -1.5121, -4.5844], [0.7825, 0.1824, -4.6616], [-0.8942, -2.1009, -3.4658], [-1.1896, -1.3249, -5.0265], [-1.3908, -0.3988, -3.5318], [-5.1241, 3.0288, 1.1942], [-4.5707, 2.1124, 0.7781], [-3.8708, 0.9641, 0.2575], [-4.5347, -0.2297, -0.0006], [-3.8040, -1.2909, -0.4980], [-2.4455, -1.1199, -0.7154], [-1.8036, 0.0197, -0.4602], [-2.5049, 1.0440, 0.0160], [-5.5964, -0.3151, 0.1872], [-4.2724, -2.2400, -0.7161], [-1.8391, -1.9254, -1.1122], [-1.9616, 1.9604, 0.2176]],
  "forces_ev_per_a": [[0.20, -0.14, -0.11], [0.00, 0.02, 0.02], [-0.01, -0.01, 0.00], [0.01, 0.02, 0.08], [-0.04, 0.26, -0.36], [0.00, -0.12, -0.01], [-0.01, 0.04, -0.04], [0.02, -0.13, 0.40], [-0.13, 0.30, -0.09], [0.04, -0.23, 0.23], [0.03, 0.18, 0.08], [0.01, -0.02, 0.09], [0.00, -0.04, -0.08], [0.00, -0.06, -0.03], [-0.04, -0.03, 0.08], [0.00, 0.01, 0.01], [0.00, 0.00, 0.00], [0.00, -0.01, -0.01], [0.01, 0.00, 0.01], [0.00, 0.00, 0.01], [0.00, 0.00, -0.02], [0.00, 0.00, -0.01], [-0.01, -0.01, 0.00], [0.01, 0.01, 0.00], [-0.04, -0.01, 0.05], [-0.01, 0.03, -0.08], [0.15, -0.07, 0.07], [-0.15, 0.05, 0.11], [-0.36, -0.10, -0.24], [0.00, 0.03, 0.02], [0.03, -0.02, -0.26], [0.06, 0.00, 0.15], [-0.05, -0.01, -0.04], [0.01, 0.01, -0.01], [0.01, 0.01, -0.01], [0.00, -0.01, 0.00], [0.00, -0.02, -0.02], [-0.01, 0.02, 0.01], [0.00, -0.02, 0.00], [-0.01, 0.01, -0.03], [0.02, 0.00, -0.01], [0.00, 0.01, 0.01], [0.02, 0.00, 0.00], [0.02, -0.02, -0.01], [0.07, -0.12, -0.06], [-0.09, 0.18, 0.08], [-0.06, -0.04, 0.00], [0.01, 0.00, -0.01], [0.12, -0.05, -0.04], [0.07, 0.11, 0.07], [0.06, -0.02, -0.01], [0.00, 0.01, 0.00], [0.00, 0.01, 0.00], [-0.01, 0.01, 0.01], [0.01, -0.03, -0.01]]
}

***

Number 1: total energy -38514.1107 eV. Number 2: total energy -108984.6240 eV. Number 3: total energy -56017.5308 eV.